Density functional theory data (the ωB97M-V functional and the def2-TZVPD basis) for a molecular structure, C12H24N2O5 at a distorted geometry.

Geometry (Å):
C 1.683 0.521 3.880
H 1.538 -0.491 4.138
O 2.617 0.562 2.691
C 2.745 1.927 2.248
C 3.657 1.997 1.162
C 3.388 0.898 0.147
N 2.201 1.283 -0.401
C 1.177 0.615 -0.989
O 1.246 -0.597 -0.774
C -0.125 1.174 -1.485
H 0.280 2.204 -1.776
H -0.229 0.790 -2.489
C -1.376 1.129 -0.418
N -1.493 -0.433 -0.204
H -0.719 -0.805 -0.219
C -2.454 -1.046 -0.931
C -2.818 -2.482 -0.573
C -3.605 -3.198 -1.598
O -3.188 -3.114 -3.193
C -1.957 -3.943 -3.285
H -1.912 -3.713 -4.436
H -0.950 -3.541 -2.777
H -2.078 -4.966 -3.064
H -3.610 -4.338 -1.311
H -4.534 -2.536 -1.939
H -1.760 -2.992 -0.740
H -3.265 -2.509 0.421
H -2.117 -0.961 -2.253
H -3.407 -0.498 -0.831
H -2.136 1.456 -0.790
C -0.755 1.700 0.745
O -0.225 2.849 0.867
O -1.209 0.986 1.889
H -1.703 0.246 1.666
H 2.036 2.364 -0.649
H 3.316 -0.201 0.317
H 4.147 0.917 -0.821
H 4.859 1.266 1.680
H 4.038 2.831 0.719
H 2.034 2.240 1.912
H 3.089 2.493 3.128
H 0.916 0.789 3.634
H 2.016 1.314 4.788

Summary:
HOMO (eV): -8.99
DFT total energy (eV): -26037.023
Net charge: 0
HOMO-LUMO gap (eV): 9.469

=====

Density functional theory data (the ωB97M-V functional and the def2-TZVPD basis) for C18H23F2N5O3S in the gas phase at a distorted geometry.

Geometry (Å):
H -6.015 -4.990 -3.999
N -5.186 -5.534 -3.822
C -4.188 -4.845 -3.498
N -4.119 -3.481 -3.362
C -2.911 -2.912 -3.000
C -2.805 -1.458 -2.845
N -3.840 -0.701 -3.040
O -3.609 0.688 -2.930
C -4.794 1.375 -3.296
C -1.469 -0.926 -2.449
O -0.430 -1.234 -3.035
N -1.463 -0.126 -1.363
C -0.286 0.494 -0.769
C -0.237 2.008 -0.594
C 0.652 1.319 -1.601
C 2.085 0.959 -1.190
N 1.937 0.209 0.054
C 2.997 -0.334 0.676
O 3.809 -1.030 0.075
C 3.047 -0.315 2.210
C 2.351 0.891 2.894
C 2.767 1.069 4.371
C 4.169 1.679 4.554
C 3.550 3.052 4.832
F 4.001 3.652 5.931
F 3.612 3.907 3.812
C 2.198 2.354 4.996
C 0.594 -0.365 0.158
C -1.960 -3.854 -2.832
S -2.568 -5.484 -3.123
H -4.927 -2.910 -3.544
H -4.631 2.448 -3.198
H -5.065 1.179 -4.335
H -5.633 1.108 -2.652
H -2.358 0.086 -0.951
H -1.080 2.601 -0.950
H 0.173 2.411 0.333
H 0.480 1.358 -2.679
H 2.522 0.285 -1.932
H 2.774 1.803 -1.121
H 2.638 -1.258 2.572
H 4.106 -0.328 2.472
H 2.567 1.809 2.341
H 1.268 0.772 2.844
H 2.545 0.164 4.945
H 4.701 1.272 5.414
H 4.834 1.615 3.693
H 1.351 2.803 4.477
H 1.915 2.229 6.042
H 0.231 -0.420 1.184
H 0.623 -1.392 -0.212
H -0.924 -3.703 -2.560

Summary:
HOMO (eV): -8.01
DFT total energy (eV): -48899.380
Net charge: 0
SMILES: [H]/N=c1\[nH]c(/C(=N/OC)C(=O)N[C@]23C[C@H]2CN(C(=O)CCC2CC(F)(F)C2)C3)cs1
HOMO-LUMO gap (eV): 7.882

=====

Density functional theory data (the ωB97M-V functional and the def2-TZVPD basis) for 2 unconnected molecules or ions with the total composition C4H12NO2 at a distorted geometry.

Geometry (Å):
C -0.632 0.948 -1.713
O -0.719 -0.077 -2.571
C -0.216 0.470 -0.238
C 0.435 1.561 0.574
C 0.310 1.225 2.061
N 0.344 -0.862 -0.296
H -1.582 1.517 -1.555
H 0.110 1.721 -2.049
H -1.249 0.389 0.125
H -0.143 2.467 0.363
H 1.475 1.724 0.273
H -0.745 1.224 2.333
H 0.781 0.273 2.297
H 0.745 2.008 2.696
H 1.344 -0.780 -0.492
H 0.030 -1.200 -1.228
H 1.150 -3.232 1.618
H 0.362 -1.998 1.165
O 0.245 -2.891 1.588

Summary:
HOMO (eV): -2.72
DFT total energy (eV): -9927.565
Net charge: -1
HOMO-LUMO gap (eV): 6.578

=====

Density functional theory data (the ωB97M-V functional and the def2-TZVPD basis) for a molecular structure, CH8N4S at a distorted geometry.

Geometry (Å):
C -0.298 0.361 -0.906
N 0.858 0.884 -0.653
N -0.805 -0.827 -0.264
N 1.397 1.943 -1.277
N -0.104 -1.201 0.766
S -0.141 -2.651 1.506
H -1.179 0.342 2.776
H -1.028 0.957 -1.659
H 1.349 0.359 0.056
H -1.779 -1.220 -0.391
H 2.222 2.305 -0.895
H 1.227 2.116 -2.282
H -0.512 0.005 2.503
H -1.208 -3.372 0.719

Summary:
HOMO (spin up / spin down) (eV): -18.87 / -18.87
DFT total energy (eV): -17938.757
Net charge: +2
HOMO-LUMO gap (spin up / spin down) (eV): 7.318 / 7.317

=====

Density functional theory data (the ωB97M-V functional and the def2-TZVPD basis) for C21H16N4O3 in the gas phase at a distorted geometry.

Geometry (Å):
C 4.827 -1.997 4.787
C 3.571 -1.453 4.861
N 3.293 -0.899 3.609
C 4.353 -1.074 2.748
C 4.375 -0.490 1.401
C 5.434 -0.749 0.555
C 5.476 -0.174 -0.723
N 4.466 0.584 -1.093
C 3.471 0.775 -0.222
N 2.474 1.455 -0.830
C 1.109 1.498 -0.678
C 0.352 2.078 -1.704
C -1.030 2.208 -1.645
C -1.699 1.756 -0.492
O -3.079 1.872 -0.397
C -3.803 0.942 -1.132
C -3.212 -0.153 -1.838
C -4.032 -1.090 -2.501
C -5.444 -0.906 -2.418
C -6.040 0.122 -1.721
C -5.195 1.057 -1.125
O -7.375 0.052 -1.830
C -7.599 -1.185 -2.574
O -6.341 -1.691 -3.020
C -0.966 1.181 0.600
C 0.438 1.004 0.496
N 3.360 0.254 0.985
C 5.342 -1.776 3.460
H 5.351 -2.504 5.582
H 2.924 -1.458 5.735
H 2.482 -0.323 3.417
H 6.255 -1.380 0.838
H 6.303 -0.370 -1.381
H 2.855 1.790 -1.722
H 0.842 2.522 -2.550
H -1.606 2.581 -2.470
H -2.132 -0.367 -1.841
H -3.679 -1.930 -3.077
H -5.628 1.870 -0.578
H -8.254 -0.990 -3.466
H -8.098 -1.939 -1.896
H -1.482 0.817 1.452
H 1.011 0.575 1.280
H 6.332 -2.094 3.118

Summary:
HOMO (eV): -7.61
DFT total energy (eV): -34138.372
Net charge: 0
SMILES: c1c[nH]c(-c2ccnc(Nc3ccc(Oc4ccc5c(c4)OCO5)cc3)n2)c1
HOMO-LUMO gap (eV): 7.949

=====

Density functional theory data (the ωB97M-V functional and the def2-TZVPD basis) for a molecular structure, C28H29BF16HfN5O12S4 at a distorted geometry.

Geometry (Å):
C -42.044 2.096 -8.993
N -41.800 3.319 -9.801
C -42.368 3.486 -11.022
C -41.932 4.595 -11.794
C -41.062 5.580 -11.242
C -40.593 5.399 -9.971
C -40.939 4.260 -9.257
C -40.668 6.779 -12.071
C -41.066 8.095 -11.738
C -40.700 9.261 -12.464
N -39.867 9.104 -13.520
C -39.469 7.842 -13.941
C -39.881 6.681 -13.269
C -39.241 10.279 -14.179
H -42.221 1.264 -9.675
H -42.898 2.228 -8.329
H -41.178 1.845 -8.381
H -43.128 2.742 -11.210
H -42.416 4.815 -12.734
H -39.876 6.077 -9.533
H -40.433 4.009 -8.336
H -41.604 8.259 -10.816
H -41.013 10.267 -12.228
H -38.793 7.767 -14.780
H -39.605 5.691 -13.601
H -38.155 10.284 -14.090
H -39.647 11.218 -13.804
H -39.469 10.168 -15.239
Hf -44.984 6.797 -16.557
C -45.149 8.042 -21.339
F -44.319 8.251 -22.404
F -46.265 8.754 -21.607
F -45.489 6.783 -21.221
S -44.279 8.710 -19.737
O -44.847 10.059 -19.531
O -44.593 7.784 -18.588
O -42.848 8.734 -19.986
C -44.583 11.754 -15.921
F -45.301 11.579 -17.015
F -43.876 12.925 -16.067
F -45.363 11.858 -14.812
S -43.449 10.115 -15.828
O -44.312 8.900 -16.018
O -42.551 10.249 -16.997
O -42.809 10.187 -14.554
C -45.556 7.750 -12.044
F -44.243 7.932 -11.875
F -46.153 7.623 -10.835
F -46.115 8.759 -12.709
S -45.948 6.064 -13.076
O -47.382 5.834 -12.838
O -45.634 6.386 -14.495
O -45.031 5.019 -12.596
C -46.709 3.547 -18.857
F -46.259 4.026 -19.985
F -47.860 4.171 -18.531
F -46.906 2.272 -18.876
S -45.386 3.896 -17.505
O -44.556 5.044 -18.037
O -46.024 4.696 -16.473
O -44.651 2.687 -17.105
B -42.581 6.058 -15.604
F -43.561 5.134 -15.586
F -42.691 6.634 -16.867
F -42.910 7.031 -14.825
F -41.336 5.520 -15.478
N -42.323 2.385 -14.754
C -43.203 1.682 -13.991
C -42.505 0.868 -13.080
C -41.163 0.986 -13.393
C -41.086 2.031 -14.382
H -42.623 3.048 -15.454
H -44.244 1.969 -14.025
H -42.912 0.259 -12.286
H -40.350 0.412 -12.973
H -40.246 2.460 -14.908
N -41.833 5.758 -21.463
C -41.286 5.861 -20.250
C -41.549 4.685 -19.484
C -42.324 3.880 -20.377
C -42.408 4.542 -21.591
H -41.861 6.532 -22.112
H -40.798 6.755 -19.891
H -41.400 4.518 -18.427
H -42.758 2.900 -20.249
H -42.843 4.216 -22.524
N -40.162 8.965 -17.879
C -39.493 7.837 -17.410
C -38.147 8.155 -17.441
C -37.988 9.362 -18.099
C -39.238 9.888 -18.254
H -41.159 9.025 -18.033
H -40.070 6.985 -17.083
H -37.388 7.481 -17.072
H -37.036 9.713 -18.470
H -39.648 10.831 -18.586

Summary:
HOMO (eV): -9.30
DFT total energy (eV): -150330.051
Net charge: +1
HOMO-LUMO gap (eV): 4.600

=====

Density functional theory data (the ωB97M-V functional and the def2-TZVPD basis) for a molecular structure, C39H35CaN6OS at a distorted geometry.

Geometry (Å):
Ca 0.132 0.113 -0.115
C 2.548 3.857 0.461
C 1.591 2.844 0.585
N 1.360 1.967 -0.370
C 2.039 2.020 -1.556
C 2.996 3.034 -1.772
C 3.244 3.938 -0.714
C 3.655 3.137 -3.021
C 3.306 2.266 -4.005
C 2.358 1.234 -3.805
C 1.722 1.023 -2.591
N 0.839 0.035 -2.214
C 0.218 -0.934 -2.989
C 0.428 -1.251 -4.318
C -0.333 -2.227 -5.007
C -1.309 -2.942 -4.394
C -1.552 -2.711 -3.018
C -2.500 -3.468 -2.297
C -2.710 -3.249 -0.963
C -1.971 -2.235 -0.350
N -1.080 -1.511 -0.993
C -0.823 -1.727 -2.320
H 2.715 4.554 1.271
H 0.995 2.750 1.489
H 3.991 4.711 -0.861
H 4.396 3.910 -3.179
H 3.768 2.351 -4.981
H 2.155 0.607 -4.652
H 1.202 -0.767 -4.882
H -0.115 -2.400 -6.054
H -1.883 -3.693 -4.922
H -3.050 -4.241 -2.821
H -3.416 -3.836 -0.393
H -2.116 -2.013 0.706
C 3.614 -0.593 0.019
C 3.125 -0.382 1.425
C 4.039 -0.248 2.467
C 3.582 -0.005 3.745
C 2.216 0.083 3.967
C 1.361 -0.074 2.894
N 1.805 -0.301 1.642
C -0.127 0.038 3.076
C -0.737 -0.216 4.293
C -2.106 -0.030 4.394
C -2.828 0.397 3.295
C -2.162 0.612 2.097
N -0.838 0.426 2.007
C -2.862 1.068 0.843
C -4.230 1.248 0.818
C -4.824 1.676 -0.360
C -4.031 1.922 -1.457
C -2.654 1.722 -1.368
C -1.778 1.966 -2.563
N -2.084 1.291 -0.237
H 4.459 -1.281 0.006
H 3.965 0.359 -0.389
H 2.832 -0.967 -0.641
H 5.098 -0.320 2.258
H 4.278 0.122 4.564
H 1.833 0.292 4.957
H -0.166 -0.570 5.139
H -2.612 -0.219 5.333
H -3.892 0.555 3.382
H -4.841 1.062 1.689
H -5.896 1.821 -0.409
H -4.460 2.267 -2.388
H -2.231 2.702 -3.225
H -1.647 1.039 -3.128
H -0.789 2.308 -2.262
O 0.773 -3.885 -0.758
S 1.574 -3.372 0.402
C 2.972 -4.520 0.611
C 2.944 -5.021 2.050
C 1.465 -5.245 2.363
C 0.770 -3.957 1.935
H 3.894 -4.010 0.334
H 2.760 -5.310 -0.112
H 3.354 -4.261 2.722
H 3.538 -5.926 2.170
H 1.294 -5.466 3.417
H 1.085 -6.085 1.778
H 0.902 -3.166 2.681
H -0.288 -4.063 1.694

Summary:
HOMO (eV): -8.77
DFT total energy (eV): -81273.134
Net charge: +1
HOMO-LUMO gap (eV): 5.795

=====

Density functional theory data (the ωB97M-V functional and the def2-TZVPD basis) for a molecular structure, C36H50N2O3PdSe.

Geometry (Å):
Pd 0.055 -0.872 3.275
C -2.939 3.283 -3.012
C -2.974 3.696 -1.532
C -4.399 4.152 -1.182
C -2.034 4.891 -1.361
C -2.567 2.519 -0.646
C -1.488 2.552 0.227
C -1.120 1.452 0.990
Se 0.468 1.561 2.077
C 1.771 1.205 0.697
C 1.697 1.822 -0.531
C 2.604 1.546 -1.553
C 3.619 0.632 -1.257
C 3.748 0.002 -0.026
C 2.794 0.258 1.034
O 2.832 -0.313 2.162
C 4.885 -0.981 0.257
C 5.731 -0.456 1.429
C 4.312 -2.355 0.632
C 5.817 -1.173 -0.942
C 2.417 2.205 -2.919
C 1.061 1.787 -3.510
C 2.443 3.735 -2.781
C 3.512 1.807 -3.911
C -1.871 0.237 0.980
O -1.601 -0.768 1.720
C -2.987 0.204 0.063
C -3.287 1.318 -0.700
C -3.812 -1.081 -0.038
C -4.937 -0.981 -1.073
C -4.459 -1.393 1.320
C -2.903 -2.251 -0.449
H -3.244 4.117 -3.655
H -3.610 2.444 -3.203
H -1.931 2.976 -3.297
H -4.711 4.988 -1.819
H -4.447 4.471 -0.139
H -5.112 3.337 -1.315
H -2.358 5.714 -2.006
H -1.010 4.627 -1.636
H -2.029 5.248 -0.329
H -0.892 3.450 0.333
H 0.884 2.517 -0.713
H 4.345 0.404 -2.026
H 5.088 -0.307 2.297
H 6.197 0.497 1.161
H 6.523 -1.171 1.680
H 3.644 -2.253 1.488
H 5.121 -3.051 0.887
H 3.753 -2.776 -0.209
H 6.288 -0.232 -1.241
H 5.285 -1.582 -1.806
H 6.610 -1.877 -0.671
H 0.246 2.046 -2.829
H 1.031 0.705 -3.656
H 0.880 2.277 -4.474
H 1.663 4.078 -2.098
H 2.284 4.219 -3.751
H 3.405 4.062 -2.379
H 3.514 0.728 -4.082
H 4.500 2.097 -3.546
H 3.342 2.303 -4.871
H -4.129 1.266 -1.380
H -5.648 -0.190 -0.823
H -5.482 -1.929 -1.099
H -4.544 -0.791 -2.076
H -5.156 -0.598 1.601
H -3.686 -1.469 2.083
H -5.014 -2.337 1.270
H -2.463 -2.059 -1.432
H -3.481 -3.182 -0.504
H -2.099 -2.372 0.276
C -2.194 -1.144 5.042
C -0.876 -1.856 4.753
O 0.170 -1.562 5.410
N -1.139 -3.269 4.466
C 0.026 -4.062 4.085
C 0.226 -4.096 2.586
C -0.194 -5.167 1.804
C -0.091 -5.075 0.423
C 0.421 -3.913 -0.129
C 0.827 -2.897 0.726
N 0.744 -2.991 2.047
H -2.017 -0.071 5.069
H -2.584 -1.475 6.012
H -2.930 -1.356 4.265
H -1.855 -3.324 3.750
H -0.084 -5.083 4.466
H 0.889 -3.595 4.560
H -0.606 -6.053 2.275
H -0.417 -5.893 -0.210
H 0.501 -3.788 -1.202
H 1.238 -1.965 0.350

Summary:
HOMO (eV): -0.73
DFT total energy (eV): -116094.195
Net charge: -2
HOMO-LUMO gap (eV): 5.049

=====

What is the DFT total energy in the fourth record?
-17938.757 eV

=====

DFT total energy of number 4 (CH8N4S)?
-17938.757 eV